No. 1
19
Properties=species:S:1:pos:R:3:forces:R:3:lowdin_charge:R:1 method="wB97M-V/def2-TZVPD" mol_weight_g_mol=138.24 orbital_gap_ev=9.61 relative_energy_ev=2.1836 smiles="C=C(C)Cc1cccs1" homo_ev=-8.801
C -2.5944 -0.4473 -0.7947 -0.870 0.570 2.353 0.0446
C -1.5543 0.2833 -0.2997 -1.752 -2.650 -0.098 -0.3685
C -1.5358 0.8440 1.0918 -1.933 0.846 -1.561 -0.0592
C -0.3692 0.4120 -1.1726 1.686 3.469 -0.915 -0.2202
C 0.9148 0.0482 -0.5146 -0.455 -0.797 0.366 -0.5846
C 1.4202 -1.1989 -0.2731 0.549 0.994 0.467 -0.1201
C 2.6052 -1.1320 0.5184 1.103 -0.126 0.197 -0.1938
C 3.0250 0.1491 0.8346 -1.869 1.199 0.374 -0.3778
S 1.8099 1.2597 0.2632 0.549 -0.265 -0.421 1.0163
H -2.6258 -0.8138 -1.8011 0.204 -0.082 -0.387 0.0415
H -3.5405 -0.7164 -0.1669 1.908 0.735 -1.068 0.0934
H -0.8649 0.6157 1.8531 1.459 -1.600 0.890 0.0539
H -2.5549 0.8393 1.5113 0.446 0.241 -0.187 0.0904
H -1.1932 1.8216 0.8489 -0.296 1.690 0.334 0.0642
H -0.0986 1.5305 -1.5470 -1.338 -2.056 0.810 0.1548
H -0.5207 -0.1244 -2.0774 -0.053 -0.596 -0.733 0.0966
H 0.9459 -2.1143 -0.5781 0.020 -0.146 -0.182 0.1123
H 3.1422 -2.0481 0.7627 0.017 0.362 0.180 0.0973
H 3.5892 0.7916 1.5412 0.627 -1.788 -0.419 0.0591



No. 2
71
Properties=species:S:1:pos:R:3:forces:R:3:lowdin_charge:R:1 method="wB97M-V/def2-TZVPD" spin_multiplicity=4 mol_weight_g_mol=792.33 orbital_gap_ev="4.34 / 6.44" s2=3.803 homo_ev="-5.761 / -8.154"
Co 0.7238 1.4872 0.3361 -0.194 -0.152 0.228 0.7799
Cl -3.9700 2.1289 -0.9197 -0.028 0.054 0.125 0.7514
C -3.2359 0.8974 0.0402 -0.237 0.030 0.163 -0.5850
C -4.0425 -0.1209 0.5969 -0.034 0.151 -0.042 -0.1083
C -3.5116 -1.1064 1.3747 0.028 -0.049 0.033 -0.5977
Cl -4.5381 -2.3386 2.0384 0.067 0.032 -0.034 0.7082
C -2.1194 -1.1357 1.6389 -0.007 -0.046 0.078 -0.1777
C -1.4229 -2.0936 2.4081 -0.172 0.551 0.412 -0.1500
C -0.0600 -2.0222 2.5215 0.063 0.292 0.226 -0.0853
C 0.6353 -0.9774 1.8939 -0.034 -0.099 0.136 -0.0842
N -0.0051 -0.0511 1.2200 -0.023 0.053 0.038 0.0403
C -1.3548 -0.1180 1.0586 0.156 0.014 0.005 -0.1122
C -1.8816 0.9218 0.2556 0.138 0.289 -0.029 -0.3534
O -1.0302 1.8198 -0.2206 -0.312 -0.144 0.046 -0.1092
H -5.1048 -0.1096 0.3952 0.006 0.014 -0.007 0.1135
H -1.9745 -2.8983 2.8767 -0.014 0.126 0.082 0.0821
H 0.4969 -2.7676 3.0703 -0.014 0.008 -0.003 0.1171
H 1.7128 -0.8976 1.9414 -0.026 0.001 0.009 0.1367
O 3.9952 7.6644 2.7270 0.033 0.089 -0.029 0.0284
N 3.4134 6.6839 3.1827 -0.029 -0.068 0.046 -0.3692
O 3.2555 6.5055 4.3932 0.019 0.003 0.006 0.0177
C 2.9005 5.7198 2.2699 -0.034 -0.089 -0.054 -0.0906
C 3.0558 6.0074 0.9098 0.002 0.026 0.042 0.0388
C 2.5759 5.1350 -0.0571 0.041 0.038 -0.118 -0.1461
C 2.6775 5.3186 -1.4678 0.003 0.009 0.023 0.0159
C 2.1584 4.3919 -2.3190 -0.012 0.014 -0.085 -0.0285
C 1.5237 3.2336 -1.8092 -0.037 0.037 0.054 -0.0666
N 1.4336 3.0400 -0.5184 0.108 0.064 -0.005 0.0287
C 1.9369 3.9508 0.3567 -0.075 -0.149 0.107 -0.1264
C 1.7882 3.6330 1.7286 -0.108 -0.122 -0.046 -0.1157
N 1.1626 2.4540 1.9897 0.160 -0.005 -0.070 0.0369
C 0.9538 2.0856 3.2714 0.007 0.080 -0.015 -0.1055
C 1.3876 2.8720 4.3047 -0.011 0.004 0.030 -0.0476
C 2.0457 4.0786 4.0577 0.006 0.073 -0.055 0.0199
C 2.2587 4.5083 2.7337 0.024 0.049 0.140 -0.0419
H 3.5503 6.9249 0.6299 -0.002 -0.016 0.017 0.1207
H 3.1757 6.2015 -1.8493 -0.020 -0.003 0.002 0.1253
H 2.2264 4.5153 -3.3906 -0.004 0.017 0.013 0.1097
H 1.0964 2.4743 -2.4492 0.050 -0.007 0.005 0.1172
H 0.4199 1.1629 3.4406 0.017 -0.025 -0.020 0.1029
H 1.2071 2.5498 5.3205 0.010 0.027 0.006 0.1095
H 2.3813 4.6931 4.8725 -0.003 -0.012 0.015 0.0961
Cl -1.0476 -4.0815 0.7878 0.182 -0.741 -0.795 0.9057
C -0.9244 -5.2806 -0.4542 -0.053 -0.210 0.002 -0.5400
C -1.3256 -6.5746 -0.1682 0.015 -0.030 -0.039 -0.0991
C -1.2201 -7.5471 -1.1491 -0.018 -0.011 0.030 -0.0732
C -0.7219 -7.2278 -2.4003 -0.003 -0.007 0.002 -0.1043
C -0.3314 -5.9249 -2.6658 -0.041 0.017 -0.030 -0.5844
Cl 0.2703 -5.5488 -4.2445 -0.002 0.022 0.032 0.7077
C -0.4186 -4.9162 -1.7025 -0.017 -0.027 -0.122 -0.3112
N 0.0023 -3.6048 -2.0074 0.110 0.119 0.169 0.0552
C -0.9211 -2.5684 -2.1983 0.046 -0.274 -0.099 -0.2102
C -2.2948 -2.7975 -2.1887 -0.105 -0.037 0.095 -0.0199
C -3.1882 -1.7568 -2.3965 0.063 -0.020 -0.029 -0.0750
C -2.7265 -0.4727 -2.6380 0.100 -0.157 -0.186 -0.1149
C -1.3556 -0.2581 -2.6885 -0.029 0.111 -0.127 -0.0383
C -0.4436 -1.2837 -2.4835 0.063 0.161 0.000 -0.1474
C 1.0447 -1.0264 -2.5818 -0.112 0.027 -0.310 -0.0422
C 1.6164 -0.8393 -1.2025 0.037 0.178 0.595 -0.5604
O 1.9710 -1.7836 -0.5207 0.002 -0.171 -0.023 0.0681
O 1.6690 0.4122 -0.8033 0.334 -0.008 -0.578 -0.1032
H -1.7110 -6.8096 0.8140 0.001 0.004 -0.008 0.1053
H -1.5290 -8.5617 -0.9356 0.004 0.005 -0.004 0.1099
H -0.6339 -7.9775 -3.1740 -0.001 0.018 0.006 0.1054
H 0.8672 -3.3225 -1.5552 -0.088 0.020 0.047 0.1151
H -2.6651 -3.7981 -2.0016 -0.023 0.027 0.000 0.1133
H -4.2525 -1.9549 -2.3663 0.000 -0.026 -0.005 0.1092
H -3.4160 0.3456 -2.7971 0.071 -0.092 -0.059 0.0692
H -0.9828 0.7370 -2.9102 0.003 -0.035 0.041 0.1150
H 1.2231 -0.1273 -3.1698 -0.011 -0.037 -0.022 0.1192
H 1.5484 -1.8723 -3.0523 -0.039 0.015 -0.053 0.1295



No. 3
8
Properties=species:S:1:pos:R:3:forces:R:3:lowdin_charge:R:1 method="wB97M-V/def2-TZVPD" mol_weight_g_mol=60.05 orbital_gap_ev=11.17 relative_energy_ev=0.4499 smiles="CC(=O)O" homo_ev=-10.437
C 0.4134 -0.4307 0.8274 0.726 1.212 -3.173 0.0162
C -0.4414 0.3257 -0.2364 0.066 -2.355 2.177 -0.5773
O -1.6020 0.5627 -0.0467 -0.055 0.730 -0.883 0.0917
O 0.2480 0.5125 -1.3821 -1.193 0.303 -0.069 0.0847
H 0.4181 -1.5048 0.5785 -0.225 0.440 0.202 0.0878
H 0.0399 -0.2140 1.8138 0.392 0.112 0.241 0.0756
H 1.3895 -0.0262 0.4385 -0.177 -0.622 1.776 0.0920
H -0.4656 0.7748 -1.9929 0.466 0.181 -0.272 0.1292



No. 4
84
Properties=species:S:1:pos:R:3:forces:R:3:lowdin_charge:R:1 method="wB97M-V/def2-TZVPD" mol_weight_g_mol=1087.56 orbital_gap_ev=5.75 relative_energy_ev=2.4222 total_charge=+3 homo_ev=-15.027
Ta 1.8825 -0.5015 1.8890 -1.896 -0.427 0.123 1.0306
N 6.8627 -6.9610 1.0689 0.093 -0.050 0.001 0.1832
C 6.2445 -5.7804 1.1224 0.006 0.066 0.015 -0.2686
C 4.8358 -5.7017 0.9710 -0.010 -0.012 -0.014 0.0051
C 4.1990 -4.4990 1.0269 -0.183 0.093 0.045 -0.0428
C 4.9447 -3.3248 1.2293 0.139 -0.122 0.183 -0.3549
C 6.3505 -3.3796 1.3733 -0.141 -0.013 -0.102 -0.0261
C 6.9840 -4.5875 1.3268 -0.118 -0.007 -0.028 0.0126
S 4.2228 -1.8206 1.3709 0.067 -0.320 0.081 0.6943
O 3.3571 -1.6939 2.6541 0.451 0.225 -0.193 -0.4752
O 5.1490 -0.7379 1.2922 0.187 0.069 0.013 -0.2874
N 2.8686 -1.5142 0.4303 1.120 0.714 -0.183 -0.2504
C 3.1963 -1.2359 -0.9551 -0.417 -0.271 0.106 -0.4623
N 4.2483 -1.8881 -1.4027 -0.042 0.128 -0.128 0.1419
C 4.5633 -1.6547 -2.6779 -0.026 0.046 -0.025 -0.0517
C 3.8102 -0.7981 -3.4650 -0.022 0.006 0.014 -0.0018
C 2.7271 -0.1807 -2.8636 0.065 -0.038 0.029 -0.0811
N 2.4059 -0.3932 -1.5820 0.083 -0.065 -0.158 0.1000
H 6.3574 -7.8181 0.9211 -0.017 0.024 0.001 0.1294
H 7.8618 -7.0292 1.1670 -0.009 -0.009 0.004 0.1304
H 4.2703 -6.6088 0.8065 -0.017 -0.006 -0.007 0.1279
H 3.1242 -4.4507 0.9018 -0.018 -0.015 0.005 0.1255
H 6.9136 -2.4695 1.5149 0.047 0.029 0.012 0.1255
H 8.0578 -4.6410 1.4414 0.021 0.017 0.000 0.1305
H 5.4338 -2.1667 -3.0671 0.007 -0.024 0.009 0.1318
H 4.0586 -0.6174 -4.4999 0.014 0.004 -0.001 0.1221
H 2.1015 0.5114 -3.4132 -0.024 -0.002 0.009 0.1179
I 0.4098 2.8846 4.3322 -0.087 0.018 0.028 0.8621
C 2.0966 3.4312 3.2205 0.092 0.097 -0.161 -1.0659
I 3.4531 1.8581 2.6245 0.312 -0.067 0.042 1.0331
H 2.7402 4.0675 3.8202 -0.032 -0.004 -0.018 -0.0184
H 1.8102 3.9184 2.2952 -0.035 -0.038 0.028 -0.0227
S 0.0906 -2.0112 2.3325 0.002 -0.122 -0.110 0.6728
C 0.5580 -1.6643 3.9985 -0.107 0.090 -0.045 -0.6864
C 0.1623 -2.3310 5.1404 0.001 0.045 -0.069 -0.0249
C 0.7209 -1.9163 6.3392 -0.033 -0.028 0.023 0.0179
C 1.6547 -0.8827 6.3602 0.040 0.070 -0.054 -0.0023
C 2.0016 -0.2727 5.1783 -0.121 -0.015 0.057 -0.1586
N 1.4273 -0.6406 4.0143 0.376 -0.059 0.440 -0.2037
H -0.5432 -3.1469 5.0864 -0.014 -0.012 -0.010 0.1309
H 0.4377 -2.4069 7.2612 0.003 -0.011 0.006 0.1379
H 2.1096 -0.5591 7.2847 0.002 0.005 0.006 0.1323
H 2.7225 0.5294 5.1387 0.031 -0.029 0.008 0.0653
C -2.2746 3.9198 -3.4746 -0.009 0.000 0.034 -0.0826
C -2.8528 2.5002 -3.4229 -0.090 0.030 0.050 -0.6084
C -1.7553 1.5265 -3.8900 -0.035 -0.078 -0.019 -0.0744
C -4.0720 2.4325 -4.3831 0.033 0.004 0.035 -0.0554
Si -3.5717 1.9628 -1.7740 -0.043 0.030 -0.050 1.1385
Br 0.4222 1.0193 0.6424 0.311 -0.013 0.076 0.1379
C -4.2028 0.2063 -1.5593 -0.033 0.054 -0.058 -0.6056
C -3.7476 -0.3937 -0.2157 -0.038 0.048 0.029 -0.0741
C -5.7464 0.3808 -1.5749 0.050 -0.015 -0.009 -0.0571
C -3.8212 -0.7899 -2.6621 0.041 0.030 -0.009 -0.0836
C -3.9125 3.2441 -0.4454 -0.080 -0.060 -0.024 -0.6059
C -2.7004 4.1577 -0.1945 0.042 0.047 -0.074 -0.0728
C -5.0716 4.0663 -1.0773 0.035 -0.035 0.026 -0.0549
C -4.3766 2.7076 0.9147 0.011 -0.060 -0.024 -0.0827
H -2.0074 4.1329 -4.5112 0.014 0.004 -0.028 0.1023
H -1.3675 4.0164 -2.8775 0.003 -0.004 0.007 0.0868
H -2.9792 4.6899 -3.1652 -0.021 -0.014 -0.004 0.0753
H -1.3426 1.9106 -4.8248 0.004 0.004 -0.034 0.1014
H -2.1224 0.5216 -4.0852 0.001 0.046 0.024 0.0641
H -0.9316 1.4647 -3.1745 0.035 0.004 0.023 0.0775
H -3.7184 2.6601 -5.3911 0.010 0.003 -0.025 0.1103
H -4.8324 3.1751 -4.1352 -0.020 0.019 0.004 0.0904
H -4.5466 1.4522 -4.4238 0.005 -0.025 0.010 0.0705
H -4.1465 0.1285 0.6498 0.007 0.031 -0.013 0.0647
H -2.6585 -0.4289 -0.1320 0.036 -0.008 0.001 0.0660
H -4.1075 -1.4233 -0.1702 -0.024 -0.032 0.012 0.1009
H -6.1220 1.0432 -0.7961 0.011 0.024 0.035 0.0699
H -6.1964 -0.6004 -1.4087 -0.011 -0.020 0.011 0.1093
H -6.1113 0.7389 -2.5397 -0.007 0.009 -0.024 0.0921
H -2.7592 -1.0358 -2.6391 0.006 0.004 -0.004 0.0856
H -4.0799 -0.4588 -3.6660 -0.018 0.023 0.008 0.0745
H -4.3741 -1.7134 -2.4801 -0.007 -0.028 0.008 0.1013
H -2.4424 4.7783 -1.0488 -0.009 -0.043 0.019 0.0664
H -1.8136 3.5937 0.1053 0.020 -0.019 0.020 0.0645
H -2.9500 4.8271 0.6305 -0.013 0.040 0.016 0.1006
H -4.8147 4.5115 -2.0387 0.021 0.008 -0.021 0.0721
H -5.3090 4.8870 -0.3968 -0.003 0.023 0.011 0.1112
H -5.9830 3.4780 -1.1991 -0.021 -0.021 0.000 0.0900
H -3.5725 2.1929 1.4422 0.011 -0.012 0.002 0.0831
H -5.2355 2.0417 0.8590 -0.016 0.001 -0.037 0.0734
H -4.6756 3.5613 1.5256 -0.001 0.026 0.019 0.1010



No. 5
9
Properties=species:S:1:pos:R:3:forces:R:3:lowdin_charge:R:1 method="wB97M-V/def2-TZVPD" mol_weight_g_mol=173.96 orbital_gap_ev="8.26 / 8.92" relative_energy_ev=4.7181 total_charge=+1 homo_ev="-14.365 / -13.872"
C 0.2838 0.1573 0.2766 1.613 1.207 0.198 -0.8133
N -0.4027 -0.7291 -0.6266 -2.219 -4.014 -1.617 0.0909
O -0.0781 1.3836 -0.1062 -0.169 0.675 1.610 -0.0713
I 2.4620 -0.1462 0.0547 -0.874 -0.121 0.485 0.8873
H -0.5730 0.2844 2.4927 0.286 -0.230 -0.656 0.1879
H -0.8252 -0.2494 -1.4456 0.522 0.392 0.320 0.1748
H -1.3242 -1.2370 -0.2220 2.752 1.057 -0.552 0.2421
H 0.2954 -1.4553 -1.0620 -1.694 1.224 1.227 0.1606
H 0.1620 1.9916 0.6384 -0.217 -0.191 -1.016 0.1408



No. 6
17
Properties=species:S:1:pos:R:3:forces:R:3:lowdin_charge:R:1 method="wB97M-V/def2-TZVPD" mol_weight_g_mol=102.13 orbital_gap_ev=10.77 relative_energy_ev=0.8196 smiles="CC(=O)C(C)(C)O" homo_ev=-9.914
C 1.8925 0.3352 -0.6623 -0.019 0.068 -0.029 0.0068
C 0.9579 -0.6121 0.0510 0.147 -0.384 0.025 -0.3651
O 1.3353 -1.7387 0.3155 -0.105 0.446 -0.012 0.0830
C -0.4974 -0.2468 0.3943 0.035 0.182 -0.096 -0.5804
C -0.6778 1.1650 0.9464 0.031 0.052 0.000 -0.0204
C -1.3248 -0.4506 -0.8860 -0.033 -0.011 -0.095 -0.0111
O -0.9360 -1.1506 1.3811 0.030 -0.181 -0.007 -0.0114
H 2.1410 -0.1139 -1.6284 -0.036 0.099 0.065 0.0952
H 2.8246 0.3879 -0.0904 -0.159 0.000 -0.059 0.0954
H 1.5010 1.3431 -0.8123 -0.019 -0.190 0.030 0.0744
H -0.0277 1.3416 1.8089 -0.063 -0.054 -0.118 0.0948
H -1.7151 1.2677 1.2811 0.156 -0.023 -0.054 0.0924
H -0.4881 1.9327 0.1894 -0.007 -0.137 0.104 0.0800
H -2.3831 -0.3371 -0.6311 0.158 0.028 -0.038 0.0929
H -1.1744 -1.4653 -1.2700 -0.023 0.145 0.048 0.0942
H -1.0713 0.2690 -1.6729 0.007 -0.089 0.124 0.0889
H -0.3566 -1.9271 1.2857 -0.103 0.051 0.114 0.0904